# 1
{
  "formula": "C3H10N2O2",
  "method": "ωB97M-V/def2-TZVPD",
  "de_lowest_kcal_mol": 79.06,
  "gap_ev": 9.39,
  "total_charge": 0,
  "smiles": "NCNCC=O.O",
  "elements": ["N", "C", "N", "C", "C", "O", "H", "H", "H", "H", "H", "H", "H", "H", "O", "H", "H"],
  "xyz": [[-1.041546, -2.648098, -1.060733], [-0.234811, -1.820750, -0.194548], [0.265782, -0.470404, -0.670283], [-0.233490, 0.882896, -0.765338], [-1.562964, 0.764436, 0.055153], [-1.526631, 0.844497, 1.259727], [-1.049239, -2.251478, -1.994278], [-0.648328, -3.577006, -1.150070], [0.701717, -2.356547, 0.057035], [-0.691784, -1.423849, 0.719015], [1.271472, -0.429747, -0.622439], [0.262368, 1.651363, -0.135085], [-0.520976, 1.190276, -1.780261], [-2.571439, 0.781559, -0.379631], [2.481226, 3.345472, 2.242364], [3.140237, 2.799950, 2.681183], [1.958407, 2.717429, 1.738190]],
  "atomic_forces_ev_per_a": [[-0.306, 0.512, -0.480], [1.168, 2.499, 1.134], [2.764, -0.926, -1.641], [-3.559, -1.234, 1.635], [0.061, 1.856, 0.710], [0.198, -0.410, -0.128], [-0.083, 0.009, 0.050], [0.033, 0.117, 0.094], [-0.539, 0.386, 0.154], [-0.734, -1.565, 0.214], [-0.080, -0.397, -0.266], [0.433, -0.577, -0.863], [0.604, 0.197, 0.108], [0.055, -0.463, -0.743], [0.083, -0.021, -0.019], [0.041, 0.040, 0.061], [-0.138, -0.026, -0.020]]
}


# 2
{
  "formula": "C29H27BaBr2N3O3",
  "method": "ωB97M-V/def2-TZVPD",
  "de_lowest_kcal_mol": 18.00,
  "gap_ev": 4.08,
  "total_charge": -2,
  "elements": ["Ba", "O", "C", "C", "C", "C", "C", "C", "C", "N", "C", "C", "N", "C", "C", "C", "C", "C", "C", "C", "O", "H", "H", "H", "H", "H", "H", "H", "H", "H", "H", "H", "H", "H", "H", "Br", "C", "C", "C", "Br", "C", "C", "C", "C", "N", "C", "C", "O", "H", "H", "H", "H", "C", "C", "C", "C", "H", "H", "H", "H", "H", "H", "H", "H", "H"],
  "xyz": [[0.246637, -0.021573, -0.086449], [-0.845197, -1.541786, -1.358683], [-0.777268, -1.839592, -2.601323], [-0.238473, -3.093180, -3.038084], [-0.197371, -3.442550, -4.364315], [-0.680453, -2.580753, -5.370670], [-1.175323, -1.355845, -4.979606], [-1.229309, -0.957864, -3.638439], [-1.710013, 0.393144, -3.356611], [-1.743719, 0.964262, -2.220389], [-2.217389, 2.333369, -2.167422], [-1.112485, 3.274664, -1.688569], [-0.693472, 2.914743, -0.344024], [-0.946879, 3.726836, 0.598993], [-0.706665, 3.508406, 2.030712], [-1.141901, 4.496702, 2.919381], [-1.042049, 4.362019, 4.290546], [-0.489775, 3.167446, 4.791143], [-0.042747, 2.176082, 3.950169], [-0.102377, 2.305981, 2.526827], [0.346806, 1.397319, 1.751379], [0.151483, -3.746129, -2.265146], [0.228593, -4.400619, -4.645925], [-0.639914, -2.861358, -6.415539], [-1.526922, -0.652092, -5.731292], [-2.063328, 0.949228, -4.241459], [-3.033541, 2.397050, -1.440487], [-2.600491, 2.690012, -3.136567], [-1.474443, 4.310849, -1.753460], [-0.259849, 3.163085, -2.363788], [-1.421979, 4.692376, 0.358726], [-1.583789, 5.396541, 2.497947], [-1.386690, 5.142646, 4.956767], [-0.415706, 3.022875, 5.864285], [0.384443, 1.256526, 4.335997], [3.285848, -3.534462, 2.966272], [1.417863, -3.311888, 3.245476], [0.821208, -3.993827, 4.305089], [-0.518121, -3.872009, 4.560605], [-1.262852, -4.839582, 6.034666], [-1.335140, -3.047257, 3.752105], [-2.722212, -2.856791, 3.939391], [-3.419951, -2.040232, 3.099963], [-2.738914, -1.395675, 2.050233], [-1.454627, -1.545033, 1.845150], [-0.732150, -2.350890, 2.668359], [0.711632, -2.454788, 2.360191], [1.224729, -1.834071, 1.401320], [1.431181, -4.628942, 4.933706], [-3.218206, -3.366179, 4.755376], [-4.482937, -1.884509, 3.233818], [-3.269584, -0.744145, 1.359476], [4.143076, 0.955187, -1.011901], [3.696461, 0.073707, -2.192145], [4.358996, 0.602581, -3.478059], [2.166171, -0.058408, -2.246120], [5.229432, 1.139212, -0.994333], [3.857730, 0.496232, -0.061441], [3.634438, 1.927127, -1.066401], [4.109713, -0.930355, -2.017527], [3.931994, 1.583557, -3.725279], [4.143678, -0.067845, -4.315022], [5.453709, 0.722664, -3.396801], [1.909230, -1.017866, -2.732663], [1.769161, 0.725663, -2.938129]],
  "atomic_forces_ev_per_a": [[1.171, 1.053, -0.687], [-1.346, -2.136, -2.126], [-0.199, -0.050, 0.273], [-0.102, 0.075, -0.050], [-0.043, 0.107, -0.085], [0.053, -0.097, 0.220], [-0.009, 0.043, -0.008], [-0.055, 0.305, 0.073], [0.038, -0.319, 0.065], [-0.064, 0.292, 0.039], [0.079, -0.175, 0.084], [0.148, -0.147, 0.202], [-0.130, -0.014, -0.245], [0.121, -0.126, 0.274], [-0.105, 0.074, -0.330], [-0.020, 0.018, 0.005], [0.093, -0.195, -0.048], [-0.037, 0.072, -0.102], [0.019, 0.110, 0.050], [0.130, -0.206, -0.216], [-0.147, 1.634, 2.216], [-0.021, 0.004, -0.042], [0.002, -0.015, 0.001], [0.012, -0.007, 0.003], [0.003, -0.009, 0.003], [-0.014, -0.017, -0.104], [-0.063, -0.043, -0.016], [0.022, -0.020, -0.105], [-0.042, 0.131, 0.054], [0.049, 0.019, 0.024], [-0.040, 0.122, 0.037], [-0.012, 0.018, 0.004], [-0.004, -0.006, 0.005], [0.002, 0.001, 0.019], [-0.019, 0.041, -0.005], [-0.063, 0.013, -0.004], [-0.156, 0.014, 0.045], [0.111, 0.049, -0.098], [-0.052, 0.037, -0.027], [0.006, 0.012, -0.020], [0.044, 0.070, -0.100], [0.061, -0.073, 0.074], [-0.071, 0.100, -0.112], [0.107, -0.064, 0.021], [0.165, -0.229, 0.357], [-0.125, 0.118, -0.134], [0.061, -0.013, -0.029], [0.127, -0.722, 0.753], [0.023, 0.005, -0.009], [0.001, -0.002, 0.004], [-0.012, 0.012, -0.012], [0.031, -0.034, 0.041], [-0.027, 0.044, -0.035], [-0.006, 0.012, 0.157], [-0.057, 0.047, -0.068], [0.357, 0.134, -0.437], [-0.068, -0.030, -0.014], [-0.010, 0.024, -0.064], [0.054, -0.062, -0.012], [0.016, 0.025, 0.063], [0.045, -0.051, -0.003], [-0.003, 0.041, 0.009], [-0.118, -0.046, 0.025], [0.031, 0.131, -0.016], [0.058, -0.100, 0.162]]
}


# 3
{
  "formula": "C7H8",
  "method": "ωB97M-V/def2-TZVPD",
  "de_lowest_kcal_mol": 136.02,
  "gap_ev": 10.19,
  "total_charge": 0,
  "smiles": "C#CC[C@H](C)C#C",
  "elements": ["C", "C", "C", "C", "C", "C", "C", "H", "H", "H", "H", "H", "H", "H", "H"],
  "xyz": [[2.631288, 0.713679, -1.249423], [1.577005, 0.835183, -0.689684], [0.360323, 1.094398, 0.024488], [-0.476535, -0.121777, 0.451261], [0.055272, -1.522643, 0.349486], [-1.652357, -0.112716, -0.525058], [-2.672147, 0.189151, 0.077909], [3.545432, 0.580911, -1.753855], [-0.246125, 1.730099, -0.619847], [0.622264, 1.685243, 0.894911], [-0.698020, 0.070023, 1.525344], [0.223417, -1.715288, -0.706702], [0.968056, -1.600284, 0.921758], [-0.681963, -2.258639, 0.711138], [-3.555911, 0.432667, 0.588277]],
  "atomic_forces_ev_per_a": [[-0.511, -0.096, 0.196], [1.086, -0.193, -0.468], [0.242, 0.190, 0.014], [0.509, -0.090, -0.076], [0.520, -0.176, -0.077], [-1.084, 0.530, 1.868], [-0.746, -0.142, -1.179], [0.365, -0.047, -0.206], [-0.117, 0.090, 0.191], [0.006, 0.151, 0.269], [-0.525, -0.143, -0.764], [0.346, -0.298, -0.003], [0.414, -0.377, 0.108], [0.266, 0.433, -0.047], [-0.770, 0.168, 0.172]]
}